This record from the OMol25 dataset describes HNP4 in the gas phase. The level of theory is ωB97M-V/def2-TZVPD.

ΔE to the lowest compared entry with this formula, charge and spin in kJ/mol: 294.94
LUMO (alpha / beta) in hartree: -0.05893 / -0.06228
Calculated total energy in eV: -38657.2022
Gap between HOMO and LUMO (alpha / beta) in eV: 6.23 / 6.25
Molar mass in g mol⁻¹: 138.91
SMILES string: P#[PH]P1#P=N1

Last column: Mulliken charge in e.
Geometry (Å):
P  0.838  -2.060  0.976  -0.07
P  -0.079  -0.310  1.094  -0.07
P  -0.679  1.019  -0.392  0.10
P  0.379  0.548  -2.132  0.18
N  0.889  1.506  -1.137  -0.23
H  -1.349  -0.701  1.591  0.09


This record from the OMol25 dataset describes HO2P in the gas phase. The level of theory is ωB97M-V/def2-TZVPD.

ΔE to the lowest compared entry with this formula, charge and spin in kJ/mol: 483.55
LUMO in hartree: -0.06160
Calculated total energy in eV: -13395.2060
Gap between HOMO and LUMO in eV: 8.28
Molar mass in g mol⁻¹: 63.98
SMILES string: o1o[pH]1

Last column: Mulliken charge in e.
Geometry (Å):
O  -0.127  0.287  -1.000  -0.14
O  1.182  -0.165  -0.572  -0.33
P  -0.660  -0.561  0.298  0.37
H  -0.396  0.439  1.273  0.10


> Number 1 is which compound?

HNP4


> The lowest calculated total energy belongs to which entry?

HNP4